(1)
Density functional theory data (ωB97M-V with the def2-TZVPD basis set) for C45H32Br4F16N4O2PSY as an isolated structure.

Geometry as ORCA input:
```
! RIJCOSX wB97M-V def2-TZVPD def2/J DEFGRID3
* xyz 0 1
F 1.62 -4.02 -3.45
C -2.93 3.18 -1.52
H 0.78 0.00 4.57
F 6.57 -1.28 0.27
H 4.09 0.54 5.83
C -1.70 -2.49 -6.54
H -0.84 5.37 -0.05
N 1.94 1.82 -4.86
C 4.29 0.88 4.82
C -6.25 -1.93 0.04
H 6.29 -4.14 3.32
H -3.78 -3.02 -1.98
C 5.21 -2.57 2.35
H 5.58 3.50 3.12
P 3.60 -0.57 1.07
C -0.60 3.25 -0.16
C 3.60 -4.59 1.32
C -1.26 4.44 -0.41
F 6.86 1.33 -3.58
F -4.56 -1.58 3.39
F 2.72 -2.91 -1.96
F -4.26 1.91 1.10
C 6.70 -0.02 -1.66
C -4.10 -0.89 0.62
C 4.15 0.94 -1.22
O 0.66 -1.62 -1.05
F -0.62 -4.83 -1.92
F -3.22 1.87 2.99
H -0.71 -2.25 -6.95
C 4.87 2.12 4.60
H -2.56 1.07 -1.58
F 4.41 2.32 -3.14
C 4.66 -4.91 2.15
C -1.95 -1.52 -2.32
C 0.85 2.16 -4.14
C 5.13 2.54 3.30
C 0.34 -2.62 -1.92
C -2.46 4.41 -1.10
C -5.59 -2.65 -0.94
H -1.87 -3.55 -6.70
H -6.13 -3.39 -1.53
C 6.16 0.90 -2.53
C -0.85 -2.25 -2.83
C 4.15 -2.25 1.51
C -5.47 -1.09 0.82
C 4.82 1.71 2.23
C -2.20 2.03 -1.25
O -2.05 0.14 1.54
N -1.06 2.06 -0.57
C 3.98 0.06 3.75
Br -4.56 3.02 -2.45
C -1.79 -2.12 -5.09
H 0.33 3.25 0.40
C -4.03 1.16 2.19
C -2.80 -1.31 -4.60
C -2.87 -1.02 -3.25
H -3.69 -0.42 -2.88
H 5.85 -1.79 2.75
H -8.26 -1.15 0.13
H 5.04 2.05 1.22
C 3.33 -3.27 1.02
F -2.65 -2.27 2.65
H 2.49 -3.01 0.39
H 4.87 -5.94 2.40
C -4.25 -2.44 -1.19
F 1.84 -1.87 -3.62
Br 0.65 -1.65 2.71
C -3.35 -0.19 1.77
H -0.02 -3.16 -4.58
H -3.54 -0.89 -5.27
C -0.83 -2.56 -4.19
H -0.81 0.11 3.69
F 7.93 -0.47 -1.86
H 3.54 -0.92 3.93
H -8.16 -2.84 -0.35
N -2.16 -1.23 -0.94
Br 0.90 1.54 2.62
H -2.44 -1.94 -7.13
H 2.97 -5.37 0.92
H -3.02 5.31 -1.30
C -3.36 -1.18 2.97
C 4.88 1.39 -2.30
H 2.03 0.86 -5.14
C 0.27 0.02 3.62
F 1.10 -4.54 -0.65
C 5.96 -0.44 -0.57
Y -0.50 -0.28 0.12
C 1.63 -2.87 -2.75
H 2.71 2.45 -5.02
C -3.48 -1.50 -0.50
H -7.92 -2.39 1.33
F -0.80 -3.68 -0.10
F -2.76 -0.63 4.06
C 4.24 0.46 2.44
S -0.36 1.06 -3.84
H -5.96 -0.60 1.65
H 1.64 4.01 -3.67
C 5.46 -3.90 2.67
C 4.66 -0.01 -0.33
H 5.11 2.77 5.43
N 0.81 3.44 -3.71
Br 2.44 1.72 -1.01
F -5.20 1.03 2.84
C -7.73 -2.09 0.30
C 0.00 -3.93 -1.15
H 0.04 3.69 -3.11
*
```

Output
LUMO energy = -0.147 eV
F_max = 0.7 eV/A
Energy relative to the best compared isomer or geometry (same formula, charge and spin) = 0.384 eV

---

(2)
Density functional theory data (ωB97M-V with the def2-TZVPD basis set) for C21H31F5FeOP2 as an isolated structure in a non-equilibrium geometry.

Geometry as ORCA input:
```
! RIJCOSX wB97M-V def2-TZVPD def2/J DEFGRID3
* xyz 0 5
C 1.06 2.83 1.46
F 1.40 3.35 4.68
C -1.41 1.88 0.73
H 1.88 0.83 -0.14
H 0.32 1.12 -0.95
H 1.95 1.03 -5.06
H 1.52 -1.52 -5.68
H 3.06 -2.53 0.70
H -3.17 0.51 -4.04
C -0.02 -1.79 2.23
C -1.06 -1.81 -4.23
H -0.14 -2.64 2.91
H 0.64 -1.05 2.70
H 2.31 -3.76 -0.37
H -0.24 -1.05 -1.17
C -0.88 0.97 7.18
H -0.77 -4.30 0.37
C -1.19 1.28 -3.74
H 0.58 3.54 0.78
C 1.08 2.35 6.78
F -2.43 0.61 5.44
H -2.79 -1.33 -5.30
C 0.65 2.58 5.50
P 0.65 -2.34 0.66
H -1.18 2.65 -0.02
H 1.58 -1.23 -1.16
F -1.60 0.18 8.02
C -0.56 -3.39 -0.22
F 0.73 1.33 8.90
H -0.16 -3.66 -1.21
H -1.62 -2.70 -3.93
H -2.41 1.19 -5.47
P 0.16 1.24 1.45
O -1.02 2.33 3.85
C 0.35 -1.76 -3.90
C 1.38 -1.02 -4.71
H -1.33 -0.74 -6.09
C 2.22 -3.23 0.60
C 0.32 1.54 7.64
H 0.85 1.76 -3.21
H -1.49 -2.81 -0.36
H 0.74 -2.59 -3.30
C -0.59 2.05 5.00
F 2.25 2.87 7.22
H -1.98 1.07 0.26
Fe -0.67 -0.40 -3.00
H 2.28 -3.98 1.41
H 1.03 3.23 2.47
C -2.20 0.57 -4.58
H 2.34 -1.07 -4.19
C -1.31 1.19 5.90
H -2.00 2.32 1.55
C -1.81 -0.85 -5.11
C 0.23 1.11 -3.82
H -1.01 -1.34 2.07
H 0.41 0.57 -5.90
C 0.71 -0.94 -0.54
H 2.10 2.66 1.16
C 0.83 0.54 -0.15
H -1.58 2.08 -3.11
C 0.99 0.48 -4.97
*
```

Output
LUMO energy (spin up / spin down) = -0.598 / -0.890 eV
F_max = 4.1 eV/A
Energy relative to the best compared isomer or geometry (same formula, charge and spin) = 0.000 eV

---

(3)
Density functional theory data (ωB97M-V with the def2-TZVPD basis set) for a 2-piece molecular cluster, C4H14N2O overall in a non-equilibrium geometry.

Geometry as ORCA input:
```
! RIJCOSX wB97M-V def2-TZVPD def2/J DEFGRID3
* xyz -1 2
H -2.03 1.37 0.48
N -3.06 -0.50 -0.03
C -2.16 0.63 -0.32
O 2.26 2.46 -0.54
H 1.79 -2.77 0.53
H -0.35 -1.12 0.81
H 1.98 -0.18 -0.63
H 1.48 1.99 -0.89
C 2.08 -1.73 0.67
H 3.15 -1.67 0.47
H -3.64 -0.27 0.77
H -0.29 1.12 -1.18
C -0.78 0.22 -0.76
H 1.79 3.08 -0.01
H -2.64 1.16 -1.15
H 0.26 0.51 1.16
H -0.79 -0.50 -1.57
N 1.34 -0.84 -0.20
C 0.14 -0.24 0.36
H -2.48 -1.26 0.32
H 1.94 -1.46 1.72
*
```

Output
LUMO energy (spin up / spin down) = 3.902 / 3.696 eV
F_max = 2.2 eV/A
Energy relative to the best compared isomer or geometry (same formula, charge and spin) = 0.653 eV

---

(4)
Density functional theory data (ωB97M-V with the def2-TZVPD basis set) for C21H31CaF5P2S as an isolated structure in a non-equilibrium geometry.

Geometry as ORCA input:
```
! RIJCOSX wB97M-V def2-TZVPD def2/J DEFGRID3
* xyz 0 1
C 0.94 -1.88 -0.82
H -1.90 1.11 3.37
H 4.16 -2.77 -2.94
F -2.11 -4.28 1.13
C 2.60 -1.34 -2.77
H 4.89 -0.94 0.41
F -4.19 -0.20 2.46
H -4.71 2.58 -1.18
F -5.00 -1.38 4.78
C -3.94 2.88 -1.91
H -1.69 1.84 -3.80
H -3.93 3.99 -1.83
H 2.92 0.11 1.41
C -2.68 -3.52 2.09
C -1.84 1.13 -2.96
P 1.31 1.85 -0.13
C -3.83 -1.51 2.73
H -0.15 -1.87 -1.00
H -0.85 0.65 -2.78
H 0.94 -1.80 1.30
H 2.23 2.37 2.03
C -0.95 1.13 2.77
H 0.77 -0.23 0.56
H 4.88 -3.00 -0.67
P -2.42 2.03 -1.46
H -4.33 2.49 -2.85
H 0.69 -0.48 -2.57
H 0.49 2.09 -2.31
C 3.90 -1.39 0.29
C 3.90 -1.92 -2.26
H 3.04 1.31 -1.99
H 3.82 1.45 -0.44
H -1.11 3.64 -0.20
C 1.98 3.00 1.16
S -2.54 -1.55 0.25
H -2.53 0.30 -3.24
H 2.62 -0.94 -3.81
C 1.35 -1.20 0.50
C -2.99 -4.08 3.33
H -1.32 4.05 -1.91
C -1.04 3.25 -1.23
H 4.64 -1.12 -2.38
F -2.61 -5.36 3.55
C 3.01 1.89 -1.05
C 1.44 -1.20 -2.14
H 3.06 -3.16 -0.66
H -0.32 1.99 3.01
H 1.15 -2.96 -0.86
C -3.03 -2.19 1.78
F -3.96 -3.87 5.48
H 3.36 2.91 -1.31
H -0.43 0.17 2.90
C -4.20 -2.07 3.94
H 2.90 3.54 0.90
H 1.21 3.69 1.51
C 2.83 -0.81 0.80
Ca -2.08 1.00 0.76
C 0.43 2.80 -1.48
C -3.75 -3.35 4.26
H 1.07 3.66 -1.75
C 3.92 -2.47 -0.75
*
```

Output
LUMO energy = -0.289 eV
F_max = 3.5 eV/A
Energy relative to the best compared isomer or geometry (same formula, charge and spin) = 0.000 eV

---

(5)
Density functional theory data (ωB97M-V with the def2-TZVPD basis set) for a 12-piece molecular cluster, C45H111N5O16S4 overall in a non-equilibrium geometry.

Geometry as ORCA input:
```
! RIJCOSX wB97M-V def2-TZVPD def2/J DEFGRID3
* xyz 1 2
H -0.22 -2.91 2.34
C -0.77 5.84 -1.70
H -0.05 7.27 -3.10
H 2.01 0.17 6.59
S 2.22 1.76 3.64
H 5.59 5.74 0.23
H -2.20 -7.10 -2.86
H -3.27 3.02 -2.75
H 0.69 -0.66 1.07
C 5.34 4.68 0.21
H 5.83 -5.66 3.85
H 0.37 -1.24 -1.87
H -5.20 3.37 2.08
C 1.04 -0.58 0.04
C -1.97 -6.03 -2.77
H -6.73 2.63 1.64
C 5.68 -3.24 2.99
O -0.41 1.71 -4.23
S 5.41 2.24 -0.95
H -0.23 1.49 3.84
H 4.11 0.16 4.35
C -3.32 -6.13 1.65
C -2.62 1.35 -5.72
H 0.21 5.62 -3.59
H 6.68 -3.11 2.56
H -6.18 4.15 -1.66
N -2.01 5.51 -2.39
H 3.12 4.83 0.52
H -0.03 3.42 -6.98
H -3.25 1.56 3.12
N 4.63 -3.84 5.24
H 3.72 1.39 5.56
H -2.10 -5.48 3.41
O 2.47 3.15 3.89
C 0.64 1.25 4.46
H 5.79 -1.02 1.26
H -5.23 2.33 0.70
C -5.26 4.72 -1.79
H 0.40 1.76 5.39
C 0.78 -4.19 4.78
N -6.52 6.91 -1.96
C 0.53 -3.68 2.21
H 4.29 -2.92 5.48
H 3.91 -4.13 4.59
H -3.28 0.83 -7.83
H 2.72 -1.12 5.88
H 2.06 -0.36 -4.86
H 1.05 -3.48 1.27
H -5.82 7.28 0.68
C -0.34 4.64 -0.77
H -3.80 -4.33 0.40
C -0.63 -5.66 -3.43
C -1.04 -3.47 6.14
C -3.80 2.89 -1.80
H 2.28 -5.68 2.86
O -0.33 -3.32 4.93
H -1.85 4.80 -3.09
C -1.03 0.26 -1.05
H -1.15 4.37 -0.09
H -1.79 0.02 -1.79
H 0.12 -6.30 -2.97
C -5.66 2.46 1.70
H 3.62 4.77 -1.12
H -0.06 -4.59 2.09
O -1.79 3.73 -4.78
H 3.57 2.43 0.62
H 7.48 -5.23 4.07
H -2.43 0.30 -5.53
H -3.96 -4.93 -2.96
H 0.44 -5.22 4.87
C -3.04 -4.71 1.08
O 5.32 1.72 -2.34
H -2.64 -7.07 3.59
H -6.87 5.81 0.64
H -3.29 2.50 -7.44
C -2.37 -0.75 3.34
H -2.26 -0.26 4.31
H 4.99 -1.95 -2.86
H 3.46 -1.67 -2.09
C -3.81 0.94 2.43
C -5.37 1.19 2.46
O -3.07 -7.12 0.65
C 3.75 2.89 -0.35
H -1.31 -4.51 6.34
C 4.87 -1.41 1.68
H 5.52 4.11 1.12
H 4.24 -0.41 -3.21
C -0.38 -4.17 -3.08
C 3.33 -2.07 -4.23
H -1.33 -6.68 2.52
H 6.00 4.31 -1.90
H -4.70 2.35 -2.11
H -3.25 2.30 -1.06
C -1.29 1.59 -7.80
H -1.01 0.54 -7.83
H 0.59 4.76 -0.23
H 1.57 0.37 0.02
O 5.08 -1.91 3.02
H 5.01 -2.21 -5.19
C 1.95 -1.41 -4.60
O -4.12 4.09 -1.19
H 1.87 -1.28 0.01
C 0.27 6.30 -2.74
H 0.49 1.77 -6.59
H 2.95 2.61 -1.03
C 0.95 -0.18 4.80
H -5.97 0.48 1.89
N -5.99 1.42 3.76
H 1.43 -4.09 5.65
H 6.44 -5.52 5.54
C -2.33 -6.37 2.82
H 1.26 -1.41 -3.75
C 1.50 -3.85 3.43
H -3.46 1.58 -5.06
H -0.25 -4.05 -2.00
C -0.06 -0.98 -0.91
H -0.41 -3.09 6.94
H -5.08 4.87 -2.85
C 3.29 0.71 4.82
O -0.76 -2.07 -0.31
H -6.22 7.15 -2.90
H -1.97 -5.96 -1.68
H 0.19 -0.71 5.37
H -3.41 0.97 1.42
H -0.07 3.77 -1.36
H -0.59 1.22 -1.34
S -1.27 2.42 -5.17
C 3.85 4.36 -0.14
H -5.39 2.14 4.14
H -1.42 -2.34 -0.95
H 1.11 -0.84 3.95
C -2.98 -5.05 -3.44
H -4.60 6.59 -1.26
H -0.63 -5.80 -4.51
H 6.60 -3.12 5.02
H -1.03 6.60 -0.96
C 6.17 3.96 -0.88
C -2.74 1.58 -7.25
H -1.25 2.01 -8.80
C 2.55 6.62 -3.07
H -2.02 -4.68 0.70
H -1.58 -0.50 2.63
C -5.92 6.25 0.34
H -3.29 -7.98 1.02
O 1.50 6.42 -2.12
H 2.47 7.57 -3.61
H -3.07 -5.32 -4.49
C 6.50 -5.13 4.53
C -5.58 6.15 -1.11
H 3.43 6.70 -2.43
H -5.77 0.58 4.28
H 4.46 -2.19 1.03
N 2.54 -4.73 3.04
C 4.03 -1.45 -3.00
H -1.58 0.52 -0.15
H 4.23 -0.54 1.72
C 5.89 -3.74 4.47
H 2.95 -4.33 2.21
H 3.20 -3.15 -4.08
H -2.45 -1.81 3.56
C 2.26 -0.18 5.59
H -1.90 -2.81 6.26
H 2.01 -2.90 3.59
H -3.11 -3.95 1.86
O 2.38 1.22 2.29
H 1.47 -1.91 -5.44
H -4.32 -6.11 2.08
H 2.72 5.79 -3.76
H 7.25 3.85 -0.74
S -2.07 -3.42 -3.44
C -0.38 2.40 -6.79
O 4.12 -1.89 -5.35
H -5.16 5.68 0.88
H 0.36 -3.57 -3.61
O -2.54 -2.75 -2.26
O 6.07 1.48 0.16
H -2.76 5.08 -1.87
H -6.64 7.84 -1.58
H 5.10 -3.96 2.41
O -2.17 -2.82 -4.77
O -3.64 -0.44 2.82
*
```

Output
LUMO energy (spin up / spin down) = -1.882 / -7.153 eV
F_max = 3.3 eV/A

---

(6)
Density functional theory data (ωB97M-V with the def2-TZVPD basis set) for a single C6H4BrNO2S molecule in a non-equilibrium geometry.

Geometry as ORCA input:
```
! RIJCOSX wB97M-V def2-TZVPD def2/J DEFGRID3
* xyz 0 1
H -0.87 -2.34 -1.33
C -0.17 -2.12 1.18
C 0.39 1.28 0.06
C -1.40 -0.43 -0.42
C -0.53 -1.32 -1.17
C -0.05 -1.04 0.29
O 2.14 2.60 0.61
S -1.24 1.35 -0.58
H 1.83 -0.02 0.93
N 1.02 2.55 0.15
Br -3.12 -1.03 0.14
H 0.66 -2.15 1.90
O 0.37 3.50 -0.25
C 0.88 0.09 0.44
H 0.10 -0.92 -1.94
*
```

Output
LUMO energy = -1.057 eV
F_max = 1.6 eV/A
Energy relative to the best compared isomer or geometry (same formula, charge and spin) = 0.126 eV

---

Q: Which total energy values were calculated for the entries above? A: -14775.5581, -3339.4664, -345.4778, -3076.4478, -4850.9702, -3408.1938, in Eh.